1.
Formula: CH2N2O7S2
Source: the Open Molecules 2025 dataset
Level of theory: the ωB97M-V functional and the def2-TZVPD basis

Structure (XYZ):
```
14
CH2N2O7S2 | the Open Molecules 2025 dataset | the ωB97M-V functional and the def2-TZVPD basis
C 1.24 1.89 0.37
N -2.03 0.03 -0.02
N 0.46 -0.67 0.65
O 0.11 2.24 0.37
O 2.32 -1.36 -0.95
O 2.18 2.09 1.11
O -1.14 -2.39 -0.24
O -1.54 -1.46 2.00
O 1.69 0.87 -0.67
O 0.24 -0.48 -1.99
S -1.01 -1.25 0.65
S 1.09 -0.58 -0.80
H -1.87 0.24 -1.02
H -1.74 0.84 0.54
```

* HOMO-LUMO gap: 7.827 eV
* highest occupied orbital energy: -1.7 eV
* lowest unoccupied orbital energy: 6.12 eV
* total charge: -2

=====

2.
Formula: CH2N2OS
Source: the Open Molecules 2025 dataset
Level of theory: the ωB97M-V functional and the def2-TZVPD basis

Structure (XYZ):
```
7
CH2N2OS | the Open Molecules 2025 dataset | the ωB97M-V functional and the def2-TZVPD basis
C 0.41 0.47 -1.29
N 0.62 0.68 -2.39
N -1.38 -0.06 0.43
O 0.88 0.93 1.29
S 0.14 0.04 0.42
H -1.89 -0.02 1.30
H 1.22 -2.04 0.24
```

* HOMO-LUMO gap (spin up / spin down): 8.581 / 8.902 eV
* highest occupied orbital energy (spin up / spin down): -11.0 / -10.3 eV
* lowest unoccupied orbital energy (spin up / spin down): -2.42 / -1.45 eV

=====

3.
Formula: CH2N3O3
Source: the Open Molecules 2025 dataset
Level of theory: the ωB97M-V functional and the def2-TZVPD basis

Structure (XYZ):
```
9
CH2N3O3 | the Open Molecules 2025 dataset | the ωB97M-V functional and the def2-TZVPD basis
C 0.87 2.77 2.09
N 0.86 1.42 -0.07
N 0.55 0.40 -0.90
N 0.38 1.48 1.11
O 0.46 3.87 1.79
O -0.44 0.55 1.54
O 1.48 2.31 2.98
H -0.18 -0.23 -0.61
H 1.43 -0.07 -0.96
```

* HOMO-LUMO gap: 8.941 eV
* highest occupied orbital energy: -4.6 eV
* lowest unoccupied orbital energy: 4.38 eV
* total charge: -1

=====

4.
Formula: CH2N4
Source: the Open Molecules 2025 dataset
Level of theory: the ωB97M-V functional and the def2-TZVPD basis

Structure (XYZ):
```
7
CH2N4 | the Open Molecules 2025 dataset | the ωB97M-V functional and the def2-TZVPD basis
C 0.78 0.69 -0.16
H 1.60 1.42 0.05
H -1.02 -1.80 0.64
N -0.40 1.11 -0.54
N -1.20 0.07 -0.35
N -0.54 -0.96 0.00
N 0.79 -0.54 0.36
```

* HOMO-LUMO gap: 11.455 eV
* highest occupied orbital energy: -11.1 eV
* lowest unoccupied orbital energy: 0.40 eV

=====

5.
Formula: CH2N4O
Source: the Open Molecules 2025 dataset
Level of theory: the ωB97M-V functional and the def2-TZVPD basis

Structure (XYZ):
```
8
CH2N4O | the Open Molecules 2025 dataset | the ωB97M-V functional and the def2-TZVPD basis
N 1.54 0.07 -0.19
C 0.27 -0.02 -0.38
N -0.76 -0.13 -1.25
O -1.88 -0.13 -0.41
N -1.59 -0.04 0.87
N -0.32 0.02 0.88
H 2.18 0.10 -0.96
H 0.56 0.12 1.45
```

* HOMO-LUMO gap: 8.220 eV
* highest occupied orbital energy: -8.9 eV
* lowest unoccupied orbital energy: -0.63 eV

=====

6.
Formula: CH2N4O2S
Source: the Open Molecules 2025 dataset
Level of theory: the ωB97M-V functional and the def2-TZVPD basis

Structure (XYZ):
```
10
CH2N4O2S | the Open Molecules 2025 dataset | the ωB97M-V functional and the def2-TZVPD basis
C 1.22 -0.66 0.55
N 0.68 -1.55 -0.37
N 0.27 0.94 -0.74
N 1.06 0.58 0.14
N 0.09 -1.32 -1.33
O -2.16 1.50 0.26
O -1.25 -0.52 1.14
S -1.79 0.13 -0.01
H 1.83 -1.00 1.36
H 0.05 1.90 -1.00
```

* HOMO-LUMO gap (spin up / spin down): 8.541 / 8.542 eV
* highest occupied orbital energy (spin up / spin down): -9.6 / -9.6 eV
* lowest unoccupied orbital energy (spin up / spin down): -1.01 / -1.01 eV

=====

7.
Formula: CH2N5
Source: the Open Molecules 2025 dataset
Level of theory: the ωB97M-V functional and the def2-TZVPD basis

Structure (XYZ):
```
8
CH2N5 | the Open Molecules 2025 dataset | the ωB97M-V functional and the def2-TZVPD basis
C 0.23 0.43 0.17
N -0.88 -1.35 0.05
N -0.79 1.07 0.02
N -1.77 -0.68 0.03
N -2.01 0.52 0.00
N 1.40 0.04 0.00
H 1.76 -0.13 -1.03
H 2.07 0.10 0.77
```

* HOMO-LUMO gap: 8.275 eV
* highest occupied orbital energy: -16.1 eV
* lowest unoccupied orbital energy: -7.78 eV
* total charge: +1

=====

8.
Formula: CH2NO2P
Source: the Open Molecules 2025 dataset
Level of theory: the ωB97M-V functional and the def2-TZVPD basis

Structure (XYZ):
```
7
CH2NO2P | the Open Molecules 2025 dataset | the ωB97M-V functional and the def2-TZVPD basis
C -0.50 -0.82 0.35
N -0.58 0.07 -0.70
O -0.68 -1.97 0.07
O -2.24 -1.75 -1.67
P -1.62 -0.48 -2.02
H -0.63 -0.56 1.50
H 0.03 0.87 -0.72
```

* HOMO-LUMO gap: 9.372 eV
* highest occupied orbital energy: -9.7 eV
* lowest unoccupied orbital energy: -0.33 eV